C44H66O33 | wB97M-V/def2-TZVPD

Last column: Mulliken charge in e.
Cartesian coordinates (Å):
1 C -22.482 -13.342 16.537  -1.21
2 C -21.033 -13.516 16.193  0.46
3 C -20.752 -14.614 15.156  0.40
4 O -19.851 -14.001 14.248  -0.30
5 C -19.871 -12.658 14.412  0.63
6 O -19.338 -11.884 13.693  -0.54
7 O -20.568 -12.330 15.523  -0.41
8 H -23.113 -13.294 15.645  0.10
9 H -22.673 -12.415 17.077  0.42
10 H -22.830 -14.175 17.153  0.42
11 H -20.420 -13.655 17.087  0.23
12 H -21.681 -14.929 14.678  -0.55
13 H -20.278 -15.504 15.570  0.39
14 C -15.978 -18.266 11.066  -1.58
15 C -17.420 -18.652 10.842  0.59
16 C -18.030 -19.545 11.921  -0.63
17 O -19.354 -19.018 12.084  -0.25
18 C -19.335 -17.717 11.678  0.46
19 O -20.207 -16.933 11.882  -0.37
20 O -18.238 -17.462 10.963  -0.29
21 H -15.325 -19.085 10.752  0.41
22 H -15.748 -17.981 12.090  0.38
23 H -15.714 -17.447 10.395  0.36
24 H -17.551 -19.061 9.839  0.27
25 H -17.477 -19.455 12.858  0.34
26 H -18.097 -20.594 11.646  0.32
27 C -30.229 -7.914 14.295  -1.44
28 C -29.160 -8.586 15.102  0.39
29 C -29.629 -9.799 15.931  -0.62
30 O -28.629 -10.785 15.672  0.01
31 C -27.886 -10.418 14.596  0.47
32 O -27.103 -11.135 14.066  -0.42
33 O -28.122 -9.136 14.263  -0.41
34 H -30.681 -8.605 13.581  0.32
35 H -29.869 -7.046 13.746  0.36
36 H -31.021 -7.565 14.964  0.38
37 H -28.656 -7.881 15.768  0.27
38 H -30.593 -10.171 15.582  0.35
39 H -29.633 -9.529 16.982  0.32
40 C -28.783 -13.897 10.090  -1.64
41 C -29.226 -14.191 11.491  0.95
42 C -28.449 -13.360 12.535  -0.18
43 O -29.444 -12.924 13.442  -0.08
44 C -30.667 -13.115 12.905  0.45
45 O -31.689 -12.781 13.413  -0.55
46 O -30.572 -13.728 11.705  -0.40
47 H -29.354 -14.419 9.322  0.41
48 H -27.719 -14.118 9.990  0.33
49 H -28.931 -12.834 9.884  0.40
50 H -29.168 -15.250 11.759  0.19
51 H -27.978 -12.528 12.007  0.17
52 H -27.659 -13.929 13.015  -0.07
53 C -27.625 -19.473 12.633  -1.41
54 C -27.512 -20.605 11.658  0.70
55 C -28.850 -21.128 11.104  -0.54
56 O -28.579 -21.366 9.732  -0.39
57 C -27.463 -20.692 9.373  0.37
58 O -27.087 -20.546 8.258  -0.48
59 O -26.840 -20.197 10.464  0.07
60 H -26.655 -19.274 13.098  0.18
61 H -28.308 -19.691 13.456  0.49
62 H -27.950 -18.548 12.154  0.25
63 H -26.995 -21.467 12.090  0.16
64 H -29.649 -20.388 11.225  0.28
65 H -29.182 -22.034 11.607  0.34
66 C -22.299 -19.577 12.594  -0.72
67 C -22.247 -21.005 12.117  0.53
68 C -22.903 -22.084 12.988  -0.50
69 O -23.866 -22.702 12.138  -0.40
70 C -23.927 -22.053 10.949  0.45
71 O -24.766 -22.188 10.125  -0.50
72 O -22.952 -21.126 10.877  -0.04
73 H -23.316 -19.316 12.912  0.52
74 H -21.993 -18.886 11.814  -0.41
75 H -21.659 -19.432 13.464  0.49
76 H -21.201 -21.240 11.892  -0.01
77 H -23.446 -21.639 13.827  0.26
78 H -22.164 -22.766 13.403  0.34
79 C -25.143 -16.866 10.983  -0.56
80 C -24.649 -16.362 12.325  1.03
81 C -23.181 -15.906 12.341  0.63
82 O -23.256 -14.550 12.824  -0.33
83 C -24.529 -14.187 13.030  0.16
84 O -24.884 -13.190 13.563  -0.37
85 O -25.379 -15.159 12.601  -0.15
86 H -25.097 -16.063 10.242  0.27
87 H -26.192 -17.165 11.049  0.10
88 H -24.616 -17.719 10.562  -0.55
89 H -24.861 -17.123 13.080  -0.04
90 H -22.738 -15.867 11.346  -0.40
91 H -22.534 -16.477 13.000  0.08
92 C -21.579 -13.004 10.157  -1.09
93 C -21.478 -12.938 8.662  0.65
94 C -22.546 -13.667 7.859  0.33
95 O -22.915 -12.744 6.839  -0.41
96 C -22.423 -11.508 7.142  0.54
97 O -22.653 -10.538 6.500  -0.55
98 O -21.660 -11.562 8.244  -0.43
99 H -21.348 -14.040 10.426  0.05
100 H -22.551 -12.703 10.538  0.35
101 H -20.771 -12.394 10.556  0.41
102 H -20.490 -13.254 8.319  0.25
103 H -23.390 -13.978 8.484  -0.08
104 H -22.147 -14.546 7.358  -0.05
105 C -23.628 -19.494 7.913  -1.70
106 C -22.577 -18.913 8.847  2.21
107 C -21.210 -19.618 8.848  0.46
108 O -20.323 -18.585 8.356  -0.41
109 C -20.965 -17.408 8.266  0.31
110 O -20.467 -16.371 7.988  -0.53
111 O -22.280 -17.554 8.559  0.08
112 H -23.388 -19.375 6.852  0.50
113 H -24.553 -18.940 8.082  -0.02
114 H -23.779 -20.554 8.103  0.36
115 H -23.056 -18.992 9.821  -1.37
116 H -21.191 -20.476 8.184  0.35
117 H -20.865 -19.844 9.855  -0.20
118 C -26.005 -16.536 6.693  -1.32
119 C -26.375 -17.764 5.905  1.39
120 C -27.871 -17.978 5.599  -0.33
121 O -27.931 -18.092 4.177  -0.35
122 C -26.688 -18.041 3.652  0.58
123 O -26.429 -18.198 2.507  -0.54
124 O -25.770 -17.772 4.611  -0.40
125 H -26.613 -16.449 7.592  0.38
126 H -26.206 -15.643 6.091  0.47
127 H -24.941 -16.550 6.926  0.09
128 H -26.063 -18.655 6.457  -0.44
129 H -28.498 -17.163 5.960  0.27
130 H -28.200 -18.933 6.006  0.25
131 C -26.606 -13.845 16.222  -0.63
132 C -27.631 -13.488 17.272  0.57
133 C -29.091 -13.576 16.833  0.41
134 O -29.508 -14.830 17.379  -0.39
135 C -28.666 -15.184 18.375  0.55
136 O -28.835 -16.096 19.116  -0.55
137 O -27.594 -14.357 18.406  -0.46
138 H -26.704 -14.885 15.885  0.28
139 H -25.606 -13.743 16.645  0.11
140 H -26.675 -13.203 15.346  0.02
141 H -27.399 -12.467 17.581  0.27
142 H -29.188 -13.599 15.748  -0.28
143 H -29.716 -12.754 17.179  0.11

Cartesian forces, eV/Å:
-0.655 -0.054 0.104
0.124 0.107 -0.206
-0.105 -0.142 0.502
-0.121 -0.173 -0.310
-0.168 -0.031 0.300
0.150 0.133 -0.163
0.089 -0.126 -0.102
0.179 -0.078 -0.098
0.234 -0.046 0.151
0.033 0.031 -0.002
-0.002 0.083 0.014
0.115 0.210 -0.331
0.107 0.094 0.095
0.369 -0.215 -0.673
0.118 0.323 0.351
0.145 -0.104 -0.171
0.186 0.110 0.215
0.045 -0.054 -0.577
-0.283 -0.112 0.176
0.103 -0.141 0.101
-0.076 -0.081 0.268
-0.143 0.002 0.066
-0.129 0.121 0.122
-0.176 0.086 -0.009
-0.110 0.038 0.059
-0.048 0.006 -0.063
-0.394 0.094 -0.176
0.472 -0.059 0.383
0.236 0.474 -0.566
-0.089 0.037 0.030
0.002 0.209 0.358
0.127 -0.049 -0.155
-0.408 -0.260 -0.117
0.056 -0.063 0.049
0.176 -0.040 0.039
0.037 -0.035 0.016
-0.074 0.109 -0.117
-0.040 -0.068 0.168
-0.153 -0.346 0.113
-0.137 0.251 -0.395
0.165 0.377 0.749
0.441 -0.333 -1.227
-0.030 0.043 0.270
-0.038 -0.100 -0.290
0.009 0.126 0.105
-0.071 -0.229 0.055
0.073 -0.279 0.167
-0.004 -0.076 -0.084
0.134 0.010 0.114
-0.221 -0.066 -0.214
-0.101 0.292 0.417
-0.136 0.039 0.349
0.442 0.433 0.427
-0.722 -0.784 -0.217
-0.095 0.429 0.608
-0.022 0.039 -0.104
-0.057 -0.155 0.321
0.059 0.119 -0.237
0.140 0.299 0.033
-0.020 0.026 -0.085
-0.100 -0.180 -0.118
-0.121 -0.115 -0.114
0.347 0.209 -0.048
0.080 0.042 -0.287
0.124 -0.162 -0.225
-0.747 0.039 0.538
0.697 -0.007 -0.379
-0.076 0.745 0.465
0.187 -0.263 -0.171
-0.200 0.545 0.581
0.028 -0.562 -0.199
-0.033 0.053 -0.214
-0.005 -0.050 -0.145
0.140 -0.004 0.019
0.150 -0.028 -0.095
-0.078 -0.175 0.100
0.034 0.008 -0.042
-0.217 -0.409 -0.295
-0.434 0.149 -0.425
0.030 -0.308 -0.941
-0.229 0.467 -0.187
0.232 -0.211 0.120
-0.193 -0.440 0.337
0.038 0.300 -0.209
0.109 -0.106 0.404
0.147 0.013 0.073
0.043 0.027 0.109
0.283 -0.094 0.299
0.001 0.282 0.288
0.004 -0.151 -0.014
0.005 -0.033 0.010
0.733 -0.575 -0.290
-0.145 0.464 -0.291
0.302 -0.522 -0.183
-0.190 0.291 0.276
-0.167 -0.418 -0.125
0.005 0.230 -0.020
0.047 -0.072 -0.047
-0.169 0.045 0.267
-0.039 0.076 0.007
-0.213 0.106 0.328
0.056 0.062 0.115
-0.201 0.314 -0.167
0.006 -0.088 0.165
0.239 0.589 -0.528
-0.760 -1.174 0.058
-0.046 1.116 -0.044
0.123 -0.402 -0.082
-0.506 -0.186 0.255
0.313 0.356 -0.184
0.159 0.103 -0.014
0.241 0.026 0.078
-0.128 -0.287 0.039
-0.142 0.027 0.232
0.397 0.359 0.262
0.172 -0.054 0.026
-0.075 -0.336 -0.038
-0.068 0.512 -0.648
-0.482 -0.757 0.451
0.246 -0.135 0.004
0.015 0.179 0.036
0.032 0.138 0.243
0.010 0.001 -0.246
0.037 -0.030 0.074
0.107 -0.202 0.179
0.053 -0.029 0.041
-0.035 0.040 0.185
0.336 0.047 -0.199
-0.076 0.020 -0.227
-0.164 0.136 0.174
0.182 -0.761 0.034
-0.047 1.089 -0.438
0.270 -0.134 -0.674
-0.149 0.059 0.188
0.095 0.214 -0.182
-0.023 -0.169 0.095
0.011 -0.161 0.051
-0.134 0.068 0.058
0.012 0.050 -0.042
-0.079 0.188 0.091
-0.117 -0.148 0.368
-0.009 -0.144 0.064
-0.020 -0.156 0.378

## Properties
orbital gap: 10.078 eV
molecular weight: 1122.98 g mol⁻¹
HOMO level: -0.3847 Eh
ΔE to the lowest compared entry with this formula, charge and spin: 67.2 kJ/mol